(1)
The following is a DFT calculation (ωB97M-V/def2-TZVPD) of the molecule C4H7NO.

Positions of all 13 atoms, in Å:
C 1.826 -0.171 0.036
C 0.400 0.058 -0.396
C -0.636 -0.986 -0.236
N -0.633 0.162 0.650
C -1.698 1.063 0.503
O -2.695 0.868 -0.152
H 2.400 0.760 0.074
H 2.323 -0.848 -0.668
H 1.844 -0.630 1.029
H 0.263 0.711 -1.260
H -1.442 -1.032 -0.963
H -0.379 -1.919 0.260
H -1.573 1.964 1.123

The value obtained for the relative energy (zero: lowest compared OMol25 entry of this formula, charge and spin) is 40.4 kcal/mol. Its SMILES is C[C@H]1CN1C=O.

(2)
The following is a DFT calculation (ωB97M-V/def2-TZVPD) of the molecule C4H7NO.

Positions of all 13 atoms, in Å:
C -1.727 -0.446 0.326
C -0.321 -0.533 -0.218
C 0.022 0.072 -1.526
N 0.508 0.689 -0.009
C 1.832 0.599 0.445
O 2.413 -0.437 0.624
H -1.744 -0.536 1.418
H -2.309 -1.272 -0.096
H -2.211 0.486 0.015
H 0.236 -1.389 0.173
H 0.963 -0.408 -1.850
H 0.047 1.582 0.107
H 2.291 1.592 0.593

The value obtained for the relative energy (zero: lowest compared OMol25 entry of this formula, charge and spin) is 94.3 kcal/mol.

(3)
The following is a DFT calculation (ωB97M-V/def2-TZVPD) of the molecule C4H7NO.

Positions of all 13 atoms, in Å:
C 1.257 0.320 -0.403
C 0.509 -0.219 0.812
C -0.865 -0.538 0.215
O -1.848 -0.557 1.222
C -1.097 0.478 -0.898
N 0.125 0.867 -1.186
H 0.319 1.523 -1.932
H 1.994 1.097 -0.174
H 1.761 -0.475 -0.970
H 0.375 0.572 1.558
H 0.991 -1.076 1.285
H -0.818 -1.516 -0.307
H -2.702 -0.476 0.778

The value obtained for the relative energy (zero: lowest compared OMol25 entry of this formula, charge and spin) is 58.0 kcal/mol.

(4)
The following is a DFT calculation (ωB97M-V/def2-TZVPD) of a structure of composition C4H7NO in a non-equilibrium geometry.

Positions of all 13 atoms, in Å:
C -1.289 1.116 0.478
C -1.376 -0.299 0.972
C -0.085 0.439 0.055
C 0.709 -0.375 -0.492
N 1.471 -1.467 -0.563
O 1.253 1.092 -1.485
H 2.100 1.373 -1.114
H 1.609 -1.870 -1.481
H 1.900 -1.827 0.276
H -1.964 1.413 -0.321
H -1.147 1.906 1.210
H -1.145 -0.517 2.005
H -2.035 -0.985 0.459

The value obtained for the relative energy (zero: lowest compared OMol25 entry of this formula, charge and spin) is 135.9 kcal/mol.

(5)
The following is a DFT calculation (ωB97M-V/def2-TZVPD) of the molecule C4H7NO in a non-equilibrium geometry.

Positions of all 13 atoms, in Å:
C 1.432 -0.213 -0.402
N 0.409 -0.656 0.677
C -0.927 -0.889 0.027
C -1.154 0.630 -0.014
C 0.049 0.691 0.933
O 0.629 1.504 1.593
H 1.431 0.861 -0.708
H 2.424 -0.387 0.002
H 1.204 -0.770 -1.305
H -1.671 -1.398 0.654
H -0.820 -1.481 -0.883
H -2.048 1.046 0.426
H -0.959 1.061 -0.999

The value obtained for the relative energy (zero: lowest compared OMol25 entry of this formula, charge and spin) is 54.5 kcal/mol. Its SMILES is CN1CCC1=O.

(6)
The following is a DFT calculation (ωB97M-V/def2-TZVPD) of the molecule C4H7NO.

Positions of all 13 atoms, in Å:
C -2.093 -0.432 0.335
C -0.601 -0.157 0.473
O -0.131 -0.325 1.581
N 0.235 0.075 -0.689
C 1.393 1.066 -0.663
C 1.609 -0.325 -0.317
H -2.233 -1.476 0.647
H -2.616 0.152 1.100
H -2.561 -0.285 -0.639
H 1.413 1.870 0.068
H 1.794 1.363 -1.631
H 1.677 -0.531 0.741
H 2.113 -0.996 -1.007

The value obtained for the relative energy (zero: lowest compared OMol25 entry of this formula, charge and spin) is 50.6 kcal/mol. Its SMILES is CC(=O)N1CC1.

(7)
The following is a DFT calculation (ωB97M-V/def2-TZVPD) of the molecule C4H7NO in a non-equilibrium geometry.

Positions of all 13 atoms, in Å:
C 0.626 -0.943 -1.264
C 0.396 0.663 -0.918
N -0.865 0.293 -0.389
C -1.062 0.012 0.834
C -0.353 0.544 2.016
O -0.742 0.330 3.144
H 0.622 -1.000 -2.349
H -0.166 -1.667 -0.955
H 1.539 -1.276 -0.793
H 1.022 1.346 -0.275
H 0.378 1.132 -1.907
H -1.888 -0.668 1.030
H 0.493 1.233 1.825

The value obtained for the relative energy (zero: lowest compared OMol25 entry of this formula, charge and spin) is 78.0 kcal/mol. Its SMILES is CC/N=C\C=O.

(8)
The following is a DFT calculation (ωB97M-V/def2-TZVPD) of the molecule C4H7NO.

Positions of all 13 atoms, in Å:
C 0.028 2.107 0.367
C 0.094 0.636 0.142
N -0.095 -0.179 1.095
C -0.330 -1.478 0.481
C 0.037 -1.280 -1.009
O 0.225 0.148 -1.121
H 1.013 2.571 0.434
H -0.492 2.193 1.316
H -0.559 2.584 -0.422
H 0.221 -2.272 0.990
H -1.396 -1.671 0.596
H -0.780 -1.550 -1.682
H 0.954 -1.791 -1.325

The value obtained for the relative energy (zero: lowest compared OMol25 entry of this formula, charge and spin) is 22.8 kcal/mol. Its SMILES is CC1=NCCO1.

(9)
The following is a DFT calculation (ωB97M-V/def2-TZVPD) of the molecule C4H7NO in a non-equilibrium geometry.

Positions of all 13 atoms, in Å:
H -0.422 -2.140 -1.114
N -0.636 -2.354 -0.110
C -0.425 -1.111 -0.078
C -0.105 -0.124 -1.248
C -0.267 0.282 0.211
C 0.991 0.697 0.912
O -1.404 1.049 0.413
H -0.940 0.174 -1.887
H 0.879 0.037 -1.703
H 1.237 1.704 0.573
H 0.846 0.689 1.995
H 1.820 0.021 0.675
H -1.573 1.075 1.361

The value obtained for the relative energy (zero: lowest compared OMol25 entry of this formula, charge and spin) is 93.6 kcal/mol. Its SMILES is [H]/N=C1\C[C@@]1(C)O.